Entry 1:
Here is C3H4O2 as an isolated structure in a non-equilibrium geometry from the Open Molecules 2025 dataset. Energies are from ωB97M-V with the def2-TZVPD basis set.

Values from the calculation:
E: -7266.157 eV
orbital gap: 8.64 eV
relative energy (zero: lowest compared OMol25 entry of this formula, charge and spin): 4.529 eV
LUMO: -0.005 Ha

```
! wB97M-V def2-TZVPD RIJCOSX def2/J DEFGRID3
* xyz 0 1
H 1.84116 -0.29192 -0.20999
H 1.18267 1.36166 0.07130
C -0.20983 -0.20146 0.84910
H -0.50212 -1.37544 0.34446
O -0.36208 0.01622 2.04777
C -1.02620 0.01865 -0.56153
H -1.93824 -0.02204 -1.19140
C 0.93814 0.30547 -0.08987
O 0.07651 0.18886 -1.25985
*
```

Entry 2:
Here is the molecule C3H4O2 from the Open Molecules 2025 dataset. Energies are from ωB97M-V with the def2-TZVPD basis set.

Values from the calculation:
E: -7267.162 eV
orbital gap: 9.41 eV
relative energy (zero: lowest compared OMol25 entry of this formula, charge and spin): 3.524 eV
LUMO: 0.006 Ha

```
! wB97M-V def2-TZVPD RIJCOSX def2/J DEFGRID3
* xyz 0 1
H 1.94680 -0.32213 -0.35981
H 1.32558 -0.27745 1.29799
C -1.59756 0.02427 0.06729
H -2.68526 -0.17635 -0.01863
O 0.27489 1.84112 -0.14930
O -1.02987 0.10267 -1.07211
C 1.04617 -0.42790 0.25303
C 0.09229 0.66148 -0.14433
H 0.62697 -1.42571 0.12587
*
```

Entry 3:
Here is the molecule C3H4O2 in a non-equilibrium geometry from the Open Molecules 2025 dataset. Energies are from ωB97M-V with the def2-TZVPD basis set.

Values from the calculation:
E: -7266.820 eV
orbital gap: 10.58 eV
relative energy (zero: lowest compared OMol25 entry of this formula, charge and spin): 3.866 eV
SMILES: O=C[C@H]1CO1
LUMO: 0.026 Ha

```
! wB97M-V def2-TZVPD RIJCOSX def2/J DEFGRID3
* xyz 0 1
C -0.96113 0.59519 0.16622
H 0.83898 0.20196 -1.38319
H 0.27474 -1.20038 1.30846
C 1.33677 -0.11035 -0.30008
O 2.45763 -0.07579 0.05256
O -1.08683 -0.76780 -0.42045
H -2.02752 0.71701 0.77126
C 0.04375 -0.59026 0.32023
H -0.87639 1.23041 -0.51500
*
```

Entry 4:
Here is an isolated ion of composition C3H4O2S and charge -2 from the Open Molecules 2025 dataset. Energies are from ωB97M-V with the def2-TZVPD basis set.

Values from the calculation:
E: -18105.407 eV
orbital gap: 5.52 eV
relative energy (zero: lowest compared OMol25 entry of this formula, charge and spin): 0.119 eV
SMILES: O=C([O-])CC[S-]
LUMO: 0.232 Ha

```
! wB97M-V def2-TZVPD RIJCOSX def2/J DEFGRID3
* xyz -2 1
O -1.50986 -1.69073 -1.00376
S 0.30629 1.98117 1.55264
H 0.45050 0.73120 -1.43596
C -0.33437 -1.24941 -1.06399
C 0.58432 0.37732 0.69582
H 0.25874 -0.47194 1.29029
O 0.67720 -1.90576 -1.41540
H 1.66159 0.33662 0.51945
H -1.12499 0.67688 -0.52238
C -0.15050 0.22894 -0.66015
*
```

Entry 5:
Here is a 2-piece molecular cluster, C3H4O2S overall in a non-equilibrium geometry from the Open Molecules 2025 dataset. Energies are from ωB97M-V with the def2-TZVPD basis set.

Values from the calculation:
E: -18105.177 eV
orbital gap: 10.21 eV
relative energy (zero: lowest compared OMol25 entry of this formula, charge and spin): 0.888 eV
SMILES: O=C=S.CC=O
LUMO: 0.026 Ha

```
! wB97M-V def2-TZVPD RIJCOSX def2/J DEFGRID3
* xyz 0 1
O -0.47407 1.95595 0.59500
H -0.02010 1.63998 -1.27546
S -4.72775 -0.04256 0.33851
C -0.05656 1.18527 -0.20726
H 0.09202 -1.02744 -0.40019
O -2.27883 0.40809 -0.56543
C -3.33866 0.19430 -0.20467
H 1.51604 -0.07251 -0.46290
H 0.59242 -0.09435 1.18621
C 0.58176 -0.14255 0.15009
*
```

Entry 6:
Here is the molecule C3H4O2S in a non-equilibrium geometry from the Open Molecules 2025 dataset. Energies are from ωB97M-V with the def2-TZVPD basis set.

Values from the calculation:
E: -18102.388 eV
orbital gap (spin up / spin down): 7.87 / 9.04 eV
relative energy (zero: lowest compared OMol25 entry of this formula, charge and spin): 0.000 eV
LUMO (spin up / spin down): 0.029 / -0.050 Ha

```
! wB97M-V def2-TZVPD RIJCOSX def2/J DEFGRID3
* xyz 0 3
H -0.13390 1.55685 -0.42821
O 0.26622 -0.81666 -1.22859
C -0.18743 0.84868 0.38749
H -0.46338 2.34838 1.85891
O 0.91467 -1.84138 -3.41160
H -0.14045 -1.30361 0.73583
C -0.37030 1.29970 1.65075
C -0.02985 -0.50574 0.00915
S 0.54728 -2.21216 -2.06206
H -0.40286 0.62594 2.48832
*
```

Entry 7:
Here is the molecule C3H4O2S2 in a non-equilibrium geometry from the Open Molecules 2025 dataset. Energies are from ωB97M-V with the def2-TZVPD basis set.

Values from the calculation:
E: -28939.588 eV
orbital gap: 9.03 eV
relative energy (zero: lowest compared OMol25 entry of this formula, charge and spin): 1.465 eV
SMILES: S=COCOC=S
LUMO: -0.004 Ha

```
! wB97M-V def2-TZVPD RIJCOSX def2/J DEFGRID3
* xyz 0 1
O -0.99806 1.14480 0.58219
S 2.89700 -0.63647 0.17067
H -1.05120 0.88420 -1.49042
H 1.60729 1.29766 0.68551
S -2.42759 -0.94584 -0.21924
H -2.11627 0.14041 1.90711
H 0.11242 2.17457 -0.69811
C 1.65095 0.37267 0.10767
C -0.36620 1.20692 -0.67706
O 0.62659 0.19022 -0.74433
C -1.79992 0.11041 0.84775
*
```

Entry 8:
Here is the molecule C3H4O3 in a non-equilibrium geometry from the Open Molecules 2025 dataset. Energies are from ωB97M-V with the def2-TZVPD basis set.

Values from the calculation:
E: -9315.546 eV
orbital gap: 9.83 eV
relative energy (zero: lowest compared OMol25 entry of this formula, charge and spin): 3.155 eV
SMILES: O=C1CC1(O)O
LUMO: 0.014 Ha

```
! wB97M-V def2-TZVPD RIJCOSX def2/J DEFGRID3
* xyz 0 1
H -0.43205 0.08172 1.77630
H 1.38854 0.82239 0.47672
O -1.26941 -0.94377 -0.63654
H -0.77045 -1.80439 -0.48909
H 1.45181 0.04230 -1.26237
C 0.95891 0.46425 -0.42156
C -0.59445 0.18977 -0.10631
O -0.47370 2.20972 -1.68362
C -0.17747 1.31678 -0.96620
O -1.02337 0.57060 1.13594
*
```

Entry 9:
Here is the molecule C3H4O3 from the Open Molecules 2025 dataset. Energies are from ωB97M-V with the def2-TZVPD basis set.

Values from the calculation:
E: -9314.080 eV
orbital gap: 8.47 eV
relative energy (zero: lowest compared OMol25 entry of this formula, charge and spin): 4.621 eV
LUMO: -0.019 Ha

```
! wB97M-V def2-TZVPD RIJCOSX def2/J DEFGRID3
* xyz 0 1
H 1.06820 0.22371 2.17505
O 1.03242 -0.44620 1.47023
C 0.08668 -0.13481 0.62966
H 0.50036 -1.51666 -1.06946
O -0.88629 2.23153 -0.25964
C -0.29546 -0.98554 -0.53338
H 0.79320 1.07830 -0.54381
O -0.86633 0.09542 -1.24651
H -1.07455 -1.69622 -0.22377
C -0.35824 1.15048 -0.39838
*
```

Entry 10:
Here is the molecule C3H4O3 in a non-equilibrium geometry from the Open Molecules 2025 dataset. Energies are from ωB97M-V with the def2-TZVPD basis set.

Values from the calculation:
E: -9316.732 eV
orbital gap: 9.68 eV
relative energy (zero: lowest compared OMol25 entry of this formula, charge and spin): 1.968 eV
SMILES: O=CC(=O)CO
LUMO: -0.017 Ha

```
! wB97M-V def2-TZVPD RIJCOSX def2/J DEFGRID3
* xyz 0 1
C -0.77251 0.15533 0.60146
H -0.40822 0.02045 1.63771
O 1.81841 0.97360 0.43372
O -2.00702 -0.48281 0.41279
O 0.15252 -1.46062 -0.91280
H -0.90172 1.23183 0.45484
H 2.22867 0.68312 -1.47210
C 0.24378 -0.34961 -0.44874
C 1.49147 0.53814 -0.64194
H -1.84537 -1.30945 -0.06494
*
```

Q: The highest E belongs to which entry?
A: number 1

Q: Look up the relative energy (zero: lowest compared OMol25 entry of this formula, charge and spin) of the first one.
A: 4.529 eV